C24H18CaCl3N7O as an isolated structure, computed with wB97M-V/def2-TZVPD.

Positions of all 54 atoms, in Å:
Ca 0.08 -0.47 -0.45
Cl -4.11 -2.61 5.37
Cl -3.34 -4.09 0.24
Cl -0.12 -0.39 2.48
O -1.09 -2.16 0.36
N 3.22 1.45 -0.50
N 0.84 -4.92 -1.08
N -0.12 -4.04 -1.69
N -1.94 0.63 -1.26
N -1.30 2.87 -0.65
N 2.46 -0.85 -0.59
N 0.81 1.70 -0.48
C 4.09 -2.60 -0.46
C 0.82 4.01 -0.68
C -0.02 2.79 -0.61
C -2.21 1.84 -0.74
C 2.11 2.11 -0.53
C 3.18 4.49 -0.69
C -2.15 -1.60 3.80
C 5.09 -1.64 -0.35
C -3.58 -3.25 2.79
C -3.21 -2.48 3.88
C -2.94 -0.26 -1.42
C -1.77 -2.27 1.46
C 2.79 -2.16 -0.57
C 2.86 5.84 -0.80
C 4.76 -0.31 -0.36
C 0.49 5.35 -0.79
C 3.42 0.08 -0.48
C 1.53 6.26 -0.85
C -4.24 -0.01 -1.05
C -4.53 1.23 -0.48
C 2.14 3.59 -0.63
C -3.52 2.15 -0.33
C -2.87 -3.14 1.61
C -1.46 -1.52 2.61
H 1.32 7.32 -0.93
H 0.39 -5.71 -0.64
H 3.65 6.58 -0.85
H -0.84 -4.55 -2.18
H -4.42 -3.93 2.86
H 4.21 4.15 -0.66
H -5.53 1.46 -0.15
H -3.70 3.13 0.09
H -0.57 -3.52 -0.95
H 4.30 -3.66 -0.45
H -5.00 -0.76 -1.20
H -0.55 5.66 -0.83
H -1.86 -0.99 4.65
H 5.51 0.47 -0.28
H -2.66 -1.21 -1.85
H 1.44 -5.27 -1.81
H 1.97 -2.87 -0.64
H 6.13 -1.94 -0.25

The value obtained for the energy relative to the best compared isomer or geometry (same formula, charge and spin) is 13.2 kcal/mol. Its calculated total energy is -3442.25610 hartree. For the LUMO energy, the calculation gives -0.5 eV. The spin multiplicity is 1.